(1)
Here is a structure of composition C9H26FO7Sr from OMol25. Energies are from ωB97M-V/def2-TZVPD.

Geometry as XYZ:
```
44
Properties=species:S:1:pos:R:3
Sr 2.30 0.76 -2.40
F 0.86 -0.73 -1.10
C -0.58 1.68 1.57
C -1.87 0.90 1.86
C -2.82 1.63 2.78
O -2.56 0.66 0.64
H -0.07 1.90 2.52
H -0.85 2.61 1.06
H 0.07 1.05 0.97
H -1.55 -0.03 2.35
H -3.78 1.13 2.81
H -3.02 2.64 2.40
H -2.50 1.75 3.82
H -2.23 -0.18 0.28
C -0.06 -3.14 0.77
C 1.44 -3.27 1.03
O 2.25 -2.86 -0.07
O -0.51 -1.78 0.93
H -0.60 -3.77 1.47
H -0.33 -3.47 -0.24
H 1.70 -4.30 1.26
H 1.71 -2.70 1.92
H 1.92 -2.00 -0.35
H -0.06 -1.29 0.22
C 3.35 1.03 0.65
C 2.93 2.48 0.52
O 2.14 2.69 -0.68
O 4.11 0.64 -0.51
H 2.48 0.38 0.80
H 3.89 0.82 1.58
H 3.81 3.14 0.49
H 2.38 2.79 1.41
H 1.90 3.62 -0.64
H 5.03 0.84 -0.34
C -1.67 -0.84 -3.57
C -2.52 0.18 -2.86
O -3.71 -0.38 -2.37
O -1.16 -1.86 -2.75
H -0.85 -0.36 -4.13
H -2.29 -1.30 -4.35
H -2.81 0.93 -3.60
H -1.95 0.71 -2.08
H -3.50 -1.17 -1.85
H -0.43 -1.54 -2.20
```

## Properties
Orbital gap (eV): 6.81
Total charge: +1
HOMO (eV): -11.927
Lowest unoccupied orbital energy (eV): -5.120


(2)
Here is a structure of composition C9H26N2O5SSb from OMol25. Energies are from ωB97M-V/def2-TZVPD.

Geometry as XYZ:
```
44
Properties=species:S:1:pos:R:3
C 1.01 -0.28 0.37
C 0.17 -0.67 -0.89
N 0.28 0.33 -1.97
Sb -0.95 2.00 -1.75
C 0.85 3.32 -2.15
S 1.12 4.40 -0.70
O -0.14 4.93 -0.10
O 1.91 3.63 0.31
O -2.62 0.86 -1.36
C -3.64 1.68 -0.84
C -4.72 0.88 -0.06
C -5.62 -0.04 -0.93
O -4.14 0.16 1.05
H 0.90 -1.12 1.07
H 0.64 0.63 0.88
H 2.07 -0.10 0.08
H 0.65 -1.60 -1.27
H -0.87 -0.95 -0.63
H 0.21 -0.09 -2.89
H -1.30 1.91 -3.47
H -1.92 3.46 -1.68
H -0.63 2.14 -0.04
H 1.73 2.67 -2.28
H 0.74 3.91 -3.08
H 1.91 5.45 -1.14
H -3.18 2.39 -0.11
H -4.11 2.21 -1.70
H -5.39 1.65 0.41
H -5.68 -1.03 -0.45
H -6.67 0.34 -0.97
H -5.28 -0.12 -1.98
H -4.24 0.75 1.79
C 3.07 -4.93 2.19
C 2.99 -3.54 1.61
O 2.06 -3.18 0.92
N 4.00 -2.68 1.90
C 5.19 -2.91 2.70
H 2.20 -5.50 1.88
H 3.96 -5.44 1.82
H 3.09 -4.89 3.28
H 3.88 -1.77 1.48
H 5.20 -2.20 3.53
H 6.07 -2.74 2.08
H 5.22 -3.92 3.09
```

## Properties
Orbital gap (eV): 6.53
Total charge: -1
HOMO (eV): -4.053
Lowest unoccupied orbital energy (eV): 2.472


(3)
Here is a structure of composition C9H26N4O3Rb from OMol25. Energies are from ωB97M-V/def2-TZVPD.

Geometry as XYZ:
```
43
Properties=species:S:1:pos:R:3
Rb -0.08 -0.26 -2.16
C -2.81 -0.95 0.11
C -3.49 0.47 -0.08
C -3.57 1.38 1.16
O -4.31 0.71 2.08
C -4.42 1.45 3.32
N -2.62 1.24 -1.00
H -1.73 -0.78 0.13
H -3.06 -1.54 -0.77
H -3.16 -1.46 1.01
H -4.45 0.30 -0.56
H -4.09 2.29 0.86
H -2.60 1.71 1.53
H -4.94 0.88 4.09
H -5.17 2.24 3.25
H -3.46 1.72 3.76
H -3.39 1.86 -1.20
H -2.02 1.75 -0.37
C 5.00 -0.87 -2.95
C 3.61 -1.05 -2.39
C 3.36 -2.24 -1.44
O 2.07 -2.11 -0.71
C 1.75 -3.24 0.06
N 3.29 0.22 -1.75
H 4.92 -0.01 -3.60
H 5.27 -1.74 -3.55
H 5.67 -0.75 -2.09
H 3.03 -1.02 -3.31
H 4.14 -2.38 -0.69
H 3.25 -3.14 -2.05
H 1.47 -4.01 -0.65
H 0.93 -3.00 0.74
H 2.56 -3.57 0.70
H 2.59 -0.03 -1.07
H 4.09 0.51 -1.20
C 0.49 1.48 1.03
O 1.00 0.57 0.40
N 0.09 2.63 0.51
N 0.31 1.47 2.38
H -0.05 3.40 1.15
H 0.20 2.91 -0.45
H -0.16 2.26 2.81
H 0.49 0.68 2.97
```

## Properties
Orbital gap (alpha / beta) (eV): 2.34 / 9.55
Spin multiplicity: 2
HOMO (alpha / beta) (eV): -2.287 / -9.468
Lowest unoccupied orbital energy (alpha / beta) (eV): 0.057 / 0.081


(4)
Here is a structure of composition C9H26O8Ti from OMol25. Energies are from ωB97M-V/def2-TZVPD.

Geometry as XYZ:
```
44
Properties=species:S:1:pos:R:3
Ti 0.91 -0.94 1.23
C 2.70 3.16 -1.64
O 1.92 2.63 -0.61
H 3.76 3.33 -1.41
H 2.66 2.64 -2.59
H 2.38 4.19 -1.82
H 1.88 3.28 0.09
C -3.34 -0.68 3.78
O -1.96 -0.33 3.58
H -3.43 -1.48 3.04
H -3.46 -1.26 4.70
H -4.12 0.06 3.57
H -1.68 0.22 4.32
C 1.60 -2.76 -3.29
O 2.02 -2.57 -2.00
H 2.38 -3.30 -3.82
H 0.64 -3.28 -3.36
H 1.40 -1.83 -3.83
H 2.21 -3.47 -1.74
C 0.80 -5.11 2.79
O 1.30 -3.81 3.12
H 1.65 -5.76 2.61
H 0.27 -5.54 3.64
H 0.18 -4.90 1.91
H 1.89 -3.78 3.88
C 4.41 0.49 3.72
O 4.15 0.07 2.41
H 4.02 -0.27 4.40
H 5.47 0.65 3.92
H 3.89 1.43 3.93
H 4.71 0.53 1.78
C -2.50 3.64 -3.24
C -3.35 2.62 -2.44
C -4.14 1.59 -3.34
O -3.69 0.36 -2.85
C -2.76 0.45 -1.88
O -2.14 -0.51 -1.23
O -2.60 1.73 -1.58
H -1.90 3.23 -4.05
H -1.83 4.24 -2.61
H -3.13 4.41 -3.68
H -4.05 3.19 -1.83
H -3.89 1.72 -4.39
H -5.21 1.70 -3.16
```

## Properties
Orbital gap (alpha / beta) (eV): 6.84 / 9.23
Total charge: +1
Spin multiplicity: 4
HOMO (alpha / beta) (eV): -10.066 / -12.818
Lowest unoccupied orbital energy (alpha / beta) (eV): -3.226 / -3.589


(5)
Here is a structure of composition C9H27BF4N7O5Rb from OMol25. Energies are from ωB97M-V/def2-TZVPD.

Geometry as XYZ:
```
54
Properties=species:S:1:pos:R:3
Rb 8.95 15.40 -0.09
B 10.67 14.45 -2.69
F 10.82 15.60 -2.01
F 9.78 14.59 -3.76
F 11.91 13.99 -3.22
F 10.13 13.54 -1.84
C 7.50 15.70 -5.98
O 7.76 16.94 -6.58
C 6.90 18.00 -6.31
C 7.44 19.31 -6.82
N 7.98 20.19 -5.73
C 8.98 21.27 -6.29
C 9.30 22.35 -5.29
O 10.38 23.04 -5.86
C 10.56 24.37 -5.25
H 7.58 14.75 -6.51
H 6.55 15.71 -5.44
H 8.29 15.63 -5.23
H 6.82 18.10 -5.23
H 5.91 17.73 -6.68
H 6.72 19.88 -7.40
H 8.14 19.08 -7.62
H 8.34 19.42 -5.19
H 8.54 21.73 -7.17
H 9.90 20.78 -6.60
H 9.61 21.91 -4.34
H 8.37 22.91 -5.16
H 10.85 25.09 -6.01
H 11.28 24.27 -4.44
H 9.62 24.72 -4.81
C 10.18 10.35 -2.08
O 10.04 9.11 -2.08
N 11.33 10.86 -2.50
N 9.22 11.15 -1.82
H 11.89 10.15 -2.96
H 11.42 11.86 -2.54
H 9.41 12.14 -1.70
H 8.32 10.80 -1.52
C 12.12 13.34 1.22
O 11.04 13.82 1.47
N 12.41 12.83 0.10
N 13.19 13.59 1.99
H 13.31 12.40 -0.01
H 11.54 12.70 -0.40
H 14.06 13.22 1.64
H 13.05 13.93 2.93
C 10.74 13.55 -6.79
O 11.12 13.17 -7.94
N 10.82 14.83 -6.45
N 10.43 12.79 -5.79
H 10.63 15.13 -5.51
H 11.04 15.49 -7.19
H 10.32 11.82 -6.02
H 10.37 13.26 -4.89
```

## Properties
Orbital gap (eV): 7.46
HOMO (eV): -8.593
Lowest unoccupied orbital energy (eV): -1.128


(6)
Here is a structure of composition C9H27Be2O9 from OMol25. Energies are from ωB97M-V/def2-TZVPD.

Geometry as XYZ:
```
47
Properties=species:S:1:pos:R:3
Be -1.37 -1.02 4.25
Be -3.75 0.92 1.19
C -0.02 -0.08 1.24
O -1.30 0.32 1.76
H 0.26 -1.05 1.64
H -0.02 -0.07 0.15
H 0.78 0.55 1.62
C -0.10 3.20 4.13
C 1.36 3.25 4.50
O 1.31 2.77 5.88
O -0.74 1.92 4.09
H -0.18 3.65 3.14
H -0.61 3.96 4.72
H 1.82 4.24 4.45
H 2.01 2.61 3.89
H 1.65 1.88 5.94
H -1.04 1.73 3.20
C -1.90 0.75 -4.17
C -0.72 0.47 -3.23
O 0.52 0.92 -3.78
O -3.03 0.22 -3.61
H -1.81 0.11 -5.04
H -2.16 1.72 -4.60
H -0.63 -0.60 -3.10
H -0.64 0.98 -2.27
H 1.17 1.05 -3.08
H -3.12 0.73 -2.80
C 4.24 0.60 -0.12
C 4.05 0.61 -1.67
O 2.66 0.34 -2.10
O 3.70 1.77 0.45
H 5.29 0.47 0.14
H 3.60 -0.21 0.26
H 4.72 -0.06 -2.22
H 4.29 1.65 -1.90
H 2.52 -0.22 -2.87
H 2.77 1.69 0.26
C -2.51 -4.25 -0.09
C -2.90 -4.61 -1.58
O -3.17 -3.54 -2.44
O -1.31 -3.51 0.09
H -2.21 -5.20 0.37
H -3.32 -3.72 0.41
H -3.79 -5.22 -1.42
H -2.30 -5.43 -1.96
H -2.74 -3.63 -3.29
H -1.34 -2.68 -0.39
```

## Properties
Orbital gap (alpha / beta) (eV): 3.00 / 2.99
Total charge: +2
Spin multiplicity: 2
HOMO (alpha / beta) (eV): -14.563 / -14.563
Lowest unoccupied orbital energy (alpha / beta) (eV): -11.560 / -11.574


(7)
Here is a structure of composition C9H27KO12P3 from OMol25. Energies are from ωB97M-V/def2-TZVPD.

Geometry as XYZ:
```
52
Properties=species:S:1:pos:R:3
K -10.19 3.42 15.11
C -8.12 2.26 19.04
O -9.45 2.66 19.32
P -10.80 2.03 18.63
O -10.85 2.11 17.10
O -11.97 2.96 19.42
C -11.94 4.42 19.35
O -11.02 0.63 19.36
C -11.11 0.54 20.80
H -7.58 3.03 18.50
H -7.97 1.24 18.67
H -7.67 2.07 20.01
H -12.00 4.87 20.34
H -12.82 4.90 18.91
H -11.07 4.84 18.86
H -10.22 0.13 21.26
H -12.07 0.05 20.98
H -11.30 1.57 21.11
C -13.57 5.75 10.63
O -12.59 4.99 11.41
P -13.14 3.87 12.45
O -12.13 3.13 13.26
O -13.87 2.95 11.33
C -14.81 1.96 11.71
O -14.36 4.50 13.35
C -14.14 5.75 14.01
H -13.34 5.60 9.57
H -13.49 6.80 10.90
H -14.61 5.42 10.63
H -14.58 1.04 11.18
H -15.82 2.28 11.44
H -14.93 1.71 12.76
H -13.21 6.32 13.90
H -14.17 5.58 15.08
H -14.86 6.48 13.62
C -7.99 9.05 13.15
O -8.39 7.75 13.55
P -9.94 7.27 13.45
O -10.20 6.05 14.22
O -10.79 8.59 13.98
C -12.02 9.00 13.44
O -10.36 7.22 11.85
C -9.65 6.45 10.89
H -7.58 9.01 12.14
H -7.21 9.43 13.81
H -8.86 9.71 13.12
H -12.79 9.17 14.19
H -12.43 8.32 12.70
H -11.85 9.96 12.94
H -10.42 5.85 10.40
H -9.08 5.71 11.45
H -9.20 7.06 10.10
```

## Properties
Orbital gap (alpha / beta) (eV): 9.92 / 2.31
Total charge: +2
Spin multiplicity: 2
HOMO (alpha / beta) (eV): -15.317 / -15.316
Lowest unoccupied orbital energy (alpha / beta) (eV): -5.397 / -13.005


(8)
Here is a cluster of 9 separate species, C9H27N9O18 in total from OMol25. Energies are from ωB97M-V/def2-TZVPD.

Geometry as XYZ:
```
63
Properties=species:S:1:pos:R:3
C -0.06 5.16 2.88
N -1.37 4.46 3.05
O -2.21 5.03 3.73
O -1.50 3.38 2.53
H -0.21 6.18 3.23
H 0.19 5.16 1.82
H 0.69 4.61 3.44
C 0.27 -3.74 -0.81
N 0.61 -5.03 -1.45
O 0.22 -5.20 -2.59
O 1.27 -5.81 -0.80
H -0.70 -3.37 -1.12
H 1.05 -3.04 -1.10
H 0.21 -3.91 0.26
C 1.20 3.94 -0.94
N 2.02 5.17 -0.84
O 2.27 5.58 0.28
O 2.40 5.69 -1.87
H 0.31 4.10 -0.33
H 1.71 3.14 -0.41
H 0.99 3.74 -1.98
C 3.05 0.11 2.12
N 4.30 -0.13 2.89
O 5.20 0.68 2.79
O 4.33 -1.12 3.59
H 3.24 0.74 1.26
H 2.36 0.60 2.80
H 2.68 -0.86 1.79
C 0.11 -1.87 4.33
N -0.73 -2.54 3.31
O -0.44 -2.38 2.13
O -1.64 -3.23 3.71
H 0.99 -2.50 4.49
H -0.45 -1.87 5.25
H 0.37 -0.88 3.98
C -3.39 -1.79 -4.42
N -1.93 -2.11 -4.49
O -1.42 -2.16 -5.59
O -1.35 -2.29 -3.44
H -3.44 -0.73 -4.65
H -3.76 -2.06 -3.45
H -3.86 -2.37 -5.20
C -6.64 -0.56 -0.55
N -5.46 -1.17 -1.19
O -5.64 -2.01 -2.05
O -4.38 -0.77 -0.82
H -6.70 0.46 -0.91
H -6.52 -0.56 0.53
H -7.52 -1.13 -0.82
C 5.20 -0.50 -1.19
N 4.37 0.30 -2.12
O 3.49 0.98 -1.63
O 4.63 0.24 -3.30
H 4.61 -0.64 -0.30
H 6.10 0.08 -0.97
H 5.52 -1.41 -1.68
C -1.09 -0.36 -0.76
N -0.09 0.52 -0.11
O 1.06 0.12 -0.04
O -0.47 1.58 0.35
H -1.69 -0.75 0.06
H -0.58 -1.13 -1.31
H -1.76 0.25 -1.36
```

## Properties
Orbital gap (eV): 10.30
HOMO (eV): -10.893
Lowest unoccupied orbital energy (eV): -0.589


(9)
Here is a cluster of 9 separate species, C9H27N9O18 in total from OMol25. Energies are from ωB97M-V/def2-TZVPD.

Geometry as XYZ:
```
63
Properties=species:S:1:pos:R:3
C 2.31 -2.92 -5.04
N 3.32 -3.99 -4.65
O 4.13 -3.73 -3.78
O 3.25 -5.09 -5.11
H 2.26 -2.28 -4.16
H 1.34 -3.43 -5.03
H 2.55 -2.42 -5.98
C 4.07 2.07 5.94
N 4.97 2.99 5.28
O 6.19 2.79 5.48
O 4.44 3.87 4.68
H 3.82 2.59 6.86
H 4.57 1.14 6.22
H 3.14 1.95 5.38
C -4.69 1.88 -5.20
N -3.44 1.28 -5.68
O -2.42 1.28 -5.02
O -3.59 0.72 -6.77
H -4.36 2.65 -4.51
H -5.16 1.04 -4.69
H -5.21 2.32 -6.05
C 2.48 3.74 -5.39
N 3.03 3.51 -4.05
O 3.49 2.42 -3.85
O 3.02 4.46 -3.27
H 1.48 4.05 -5.08
H 2.52 2.94 -6.13
H 3.05 4.63 -5.67
C -7.15 -1.50 1.45
N -7.36 -2.12 0.17
O -6.39 -2.54 -0.45
O -8.52 -2.18 -0.24
H -8.13 -1.58 1.93
H -6.94 -0.48 1.13
H -6.41 -2.06 2.02
C 5.29 -4.11 2.44
N 5.97 -2.86 2.27
O 7.18 -2.95 2.12
O 5.34 -1.83 2.34
H 6.06 -4.88 2.46
H 4.55 -4.30 1.66
H 4.83 -4.04 3.42
C -1.72 5.89 -0.33
N -2.88 6.85 -0.52
O -4.05 6.41 -0.36
O -2.63 7.99 -0.91
H -1.38 5.57 -1.32
H -2.20 5.01 0.08
H -1.03 6.45 0.30
C -1.57 -4.64 5.68
N -2.48 -5.20 6.72
O -3.08 -6.26 6.49
O -2.62 -4.57 7.72
H -0.51 -4.65 5.93
H -1.95 -3.63 5.54
H -1.80 -5.14 4.73
C 0.73 -0.12 0.45
N -0.57 -0.86 0.29
O -0.72 -1.97 0.78
O -1.42 -0.21 -0.29
H 1.02 -0.27 1.49
H 0.52 0.94 0.30
H 1.47 -0.60 -0.20
```

## Properties
Orbital gap (eV): 10.72
HOMO (eV): -11.045
Lowest unoccupied orbital energy (eV): -0.321


(10)
Here is a cluster of 5 separate species, C9H27NO5 in total from OMol25. Energies are from ωB97M-V/def2-TZVPD.

Geometry as XYZ:
```
42
Properties=species:S:1:pos:R:3
C 4.28 -1.86 8.85
C 5.46 -2.37 8.03
C 6.74 -2.41 8.90
C 5.13 -3.79 7.50
C 6.12 -4.19 6.42
C 5.99 -3.27 5.22
C 6.32 -1.82 5.61
C 7.81 -1.58 5.68
C 5.74 -0.90 4.51
N 5.63 -1.47 6.87
O 5.96 -0.16 7.31
H 3.48 -1.78 8.10
H 4.31 -0.84 9.23
H 4.01 -2.54 9.66
H 6.78 -1.49 9.49
H 7.67 -2.57 8.36
H 6.62 -3.24 9.61
H 5.15 -4.45 8.37
H 4.08 -3.73 7.20
H 5.91 -5.23 6.17
H 7.12 -4.15 6.85
H 5.09 -3.34 4.62
H 6.81 -3.61 4.58
H 7.97 -0.54 5.96
H 8.37 -2.18 6.40
H 8.31 -1.71 4.71
H 4.68 -1.08 4.42
H 5.98 0.14 4.74
H 6.26 -1.10 3.57
H 5.27 0.38 6.91
O 2.44 -1.78 14.20
H 1.70 -1.16 14.11
H 3.21 -1.22 14.34
O 0.01 -3.39 9.28
H 0.91 -3.30 9.63
H -0.25 -2.49 9.06
O 0.42 -4.13 13.36
H -0.10 -3.62 12.73
H 0.87 -3.48 13.91
O 1.61 -2.08 11.19
H 1.48 -1.13 11.08
H 1.86 -2.19 12.12
```

## Properties
Orbital gap (eV): 8.16
HOMO (eV): -8.183
Lowest unoccupied orbital energy (eV): -0.020